Entry from the Open Molecules 2025 dataset: one molecule with the formula C11H14IN (wB97M-V/def2-TZVPD).

Computed properties:
Gap between HOMO and LUMO (alpha / beta), Eh: 0.286 / 0.286
Highest occupied orbital energy (alpha / beta), eV: -7.63 / -7.63
Lowest unoccupied orbital energy (alpha / beta), eV: 0.16 / 0.16
Relative energy (zero: lowest compared OMol25 entry of this formula, charge and spin), kJ/mol: 185.11

```
27
Properties=species:S:1:pos:R:3:mulliken_charge:R:1
C -1.2905 -1.5146 1.3602 -0.8556
C -0.9660 -1.3346 -0.1542 -0.3702
C 0.2457 -0.6446 -0.5192 2.6760
H 1.2305 -0.4456 1.3560 0.5434
H -0.8934 -2.4615 1.7025 0.3858
C -1.4782 1.0831 -0.4842 0.6744
H -0.7839 -0.6427 1.9584 0.2372
H 0.9277 -1.9271 -1.9760 0.4943
C 1.3697 -1.0174 0.4592 -2.2863
C -2.0360 2.3653 -0.1656 -0.8227
C 0.1424 3.1098 0.5203 -0.6946
C 0.6744 1.8777 0.1562 -0.3212
H -2.9909 2.5577 -0.6121 0.4818
N -2.3052 0.0972 -0.9222 -0.7807
H 2.3352 -0.7541 0.0506 0.4643
H -1.5009 4.3059 0.9175 0.2909
H -2.4189 -1.5382 1.4864 0.2064
H -1.3492 -2.0182 -0.8682 0.3881
C -0.1340 0.8453 -0.2688 -0.1521
C -1.2405 3.3577 0.3831 -0.5627
H 1.4201 -0.3100 -2.1937 0.4812
I -4.0533 -0.1858 -0.0495 0.1158
H 1.7437 1.5687 0.2879 0.2969
H -0.0987 -0.6273 -2.6770 0.4662
H 0.6081 3.8625 1.1352 0.3269
H 1.4184 -2.0616 0.5361 0.5012
C 0.6011 -0.9155 -1.9344 -2.1848
```

Entry from the Open Molecules 2025 dataset: a 2-piece molecular cluster, C6H12O overall (wB97M-V/def2-TZVPD).

Computed properties:
Gap between HOMO and LUMO, Eh: 0.352
Highest occupied orbital energy, eV: -8.80
Lowest unoccupied orbital energy, eV: 0.79
Relative energy (zero: lowest compared OMol25 entry of this formula, charge and spin), kJ/mol: 417.36

```
19
Properties=species:S:1:pos:R:3:mulliken_charge:R:1
H -1.1934 1.2562 1.2327 0.3034
H -0.8916 0.7884 -1.7999 0.2443
C -0.9323 0.2728 1.6185 -0.7310
H 0.6698 0.3203 -2.5051 0.3177
H -1.6022 -1.7476 1.8481 0.2114
C -1.6835 -0.8213 1.2903 -0.3404
C 0.8344 -0.1199 0.3123 -0.4888
O -0.6379 -1.8047 -0.3556 -0.6858
H -0.7441 -0.7426 -2.6896 0.3810
H 0.8353 1.9514 -0.2894 0.3031
H -2.5396 -0.7444 0.6297 0.2550
C -0.2295 -0.0619 -2.0084 -1.2471
C 0.0908 -0.8240 -0.7258 1.0439
H 1.3020 -1.0861 -0.7590 0.0563
C 1.5308 1.2029 0.1042 -1.2728
H 2.3708 1.1257 -0.5944 0.3311
H 1.1857 -0.7665 1.1107 0.6220
H -0.3120 0.2638 2.5121 0.3197
H 1.9277 1.5692 1.0546 0.3769
```

Entry from the Open Molecules 2025 dataset: a 9-piece molecular cluster, C27H54Cl16N2O5 overall (wB97M-V/def2-TZVPD).

Computed properties:
Gap between HOMO and LUMO, Eh: 0.330
Highest occupied orbital energy, eV: -9.27
SMILES: CO[C@@H](CCCCN(C)C(C)=O)COCON=O.ClCCCl.ClCCCl.ClCCCl.ClCCCl.ClCCCl.ClCCCl.ClCCCl.ClCCCl
Lowest unoccupied orbital energy, eV: -0.31

```
104
Properties=species:S:1:pos:R:3:mulliken_charge:R:1
H -6.0533 4.4563 7.6079 0.3344
H -4.3256 -0.0479 -0.1683 0.3158
H -6.1165 -0.6567 3.5897 0.2487
H 3.3129 1.9297 -8.0279 0.3736
H -0.6641 -0.9884 0.6346 0.2751
Cl -0.7603 6.4677 -4.2782 -0.1796
C -5.1342 2.9627 6.3916 -0.4795
H 6.7035 -5.2583 -2.3608 0.4116
H 6.7897 -5.9220 -0.7250 0.1942
H -2.2074 -2.6706 4.7257 0.2122
Cl -4.7508 0.9743 -2.3201 -0.2034
Cl 6.7055 -2.8604 1.8510 -0.1441
H -4.2460 2.9387 7.0203 0.3445
H 0.0736 3.2850 -5.9420 0.2747
H -1.7693 2.2099 -0.0264 0.0640
C 5.2238 -5.1281 2.3557 -0.1516
H -1.5202 -1.1804 2.1672 0.3640
C -2.8797 0.6422 1.2365 0.3624
C 0.1159 5.3300 -5.3340 -0.3650
Cl -3.4923 4.1095 -2.6329 -0.1202
H -5.4975 4.4838 -1.4687 0.3449
H 7.2466 -5.1357 1.6699 0.2187
H 0.3047 -4.1826 5.6084 0.3734
C 0.1996 2.5286 0.6713 -1.2296
H -5.7696 3.5946 -2.9754 0.3311
Cl 5.0814 -4.3155 -0.9577 -0.0262
H 7.0646 -4.6303 3.3546 0.3955
Cl -8.8297 1.5321 2.3746 -0.2179
H 3.2749 0.7514 -6.7053 -0.0812
C -5.1382 2.3895 -1.3018 -0.1446
C -6.7062 -0.1220 2.8475 -0.3386
H 5.2659 -6.1975 2.5575 0.3433
H 5.0994 0.1512 -8.1763 0.3354
H -8.6163 -0.3061 3.8340 0.3733
C 6.6253 -4.5691 2.3622 -0.4826
H 2.9271 -2.4232 -0.3813 0.1868
O 3.6042 -0.4631 -0.1552 -0.5789
H 1.6435 -0.5180 0.3775 0.3103
H 5.7959 0.7672 -6.6701 0.3266
H -4.9277 3.5772 5.5193 0.2876
C 2.2638 0.5885 -3.7139 -0.1387
H 0.0794 -0.4786 2.1622 -0.1078
H 3.1532 2.1492 0.3864 0.2701
C -0.8551 -0.5180 1.6101 -0.4830
O 2.5734 -0.3610 -4.7231 -0.1872
H 2.7243 1.5364 -3.9990 0.2193
H -6.5869 2.8086 7.9752 0.3015
Cl 3.9542 2.8699 -5.9637 -0.2087
H -0.2569 3.3822 1.1803 0.5925
Cl -0.0178 3.2264 -3.5982 -0.0334
H -3.3009 -1.3034 0.5194 0.3534
N -1.4708 0.8119 1.4956 0.2444
C -0.4001 3.9219 -5.1963 -0.6323
C -6.3069 3.4898 7.1761 -0.4521
C 3.5572 -1.8027 0.2709 -0.2550
C -5.1375 3.6695 -2.0947 -0.6443
C 6.1145 -5.6488 -1.5328 -0.5987
H 1.7059 2.9037 2.1075 0.3493
C -7.9322 0.4671 3.4928 0.0730
C -0.9499 1.5769 0.3323 0.4928
Cl 6.1536 2.2248 -8.4861 -0.1982
Cl -7.7392 3.7320 6.1412 -0.1790
N 1.4026 -1.1815 -4.9692 0.1737
C 5.3068 -6.8346 -1.9911 -0.3972
H -4.4136 2.4267 -0.4913 0.0679
H -0.0251 5.6685 -6.3590 0.3389
H -2.6419 -0.2533 -0.7321 0.2628
Cl 4.2012 -4.3929 3.6218 -0.1796
H -6.1241 2.2124 -0.8744 0.3742
H 4.5656 -2.2098 0.2395 -0.0254
C 3.8531 1.5500 -7.1643 -0.0241
C 2.3496 0.2054 -0.0413 0.9697
H 0.6184 2.9290 -0.2566 0.1703
Cl -5.4201 1.2983 5.8221 -0.1668
H 3.2007 0.9905 1.7020 0.3632
H -7.6385 1.0745 4.3449 -0.1372
H 4.7308 -4.9723 1.3994 0.0205
C 5.2132 1.0328 -7.5481 -0.4908
Cl -7.1271 -1.3044 1.5733 -0.2245
H 0.9237 1.3704 2.3506 0.4718
C -1.5944 -3.1696 5.4723 -0.3060
H 3.2249 -1.8975 1.3150 0.2737
O 1.0793 -1.1017 -6.0797 -0.2824
C -3.3114 -0.2813 0.1267 -0.9409
H -0.7169 0.8908 -0.4905 -0.1296
H -0.6631 -4.5977 4.1867 0.2862
C 2.5632 1.3862 0.9053 -1.3995
Cl -1.1838 -1.9716 6.7255 -0.1928
H 1.1766 0.7375 -3.6998 0.2796
C 1.3349 2.0208 1.5786 -0.6815
H 1.7534 1.6863 -1.5436 0.2395
H 5.9634 -7.5725 -2.4486 0.3166
H 1.1725 5.3892 -5.0863 0.2536
H 4.5485 -6.5418 -2.7122 0.3049
C 1.8516 0.6002 -1.4528 -0.6531
H -1.4788 3.8750 -5.3243 0.3476
C -0.3678 -3.7877 4.8515 -0.6195
Cl 0.5483 -2.6154 3.8691 -0.0819
H 0.8851 0.1154 -1.6361 0.3868
Cl 4.4835 -7.6384 -0.6274 -0.1825
H -2.1879 -3.9453 5.9531 0.3370
O -3.6925 1.2598 1.8755 -0.5757
H -6.0784 0.6444 2.3995 0.2288
O 2.7361 0.1530 -2.4758 -0.4130
```

Entry from the Open Molecules 2025 dataset: a 2-piece molecular cluster, C4H9N3 overall (wB97M-V/def2-TZVPD).

Computed properties:
Gap between HOMO and LUMO, Eh: 0.302
Net charge: +2
Highest occupied orbital energy, eV: -19.42
Lowest unoccupied orbital energy, eV: -11.21
Relative energy (zero: lowest compared OMol25 entry of this formula, charge and spin), kJ/mol: 674.75

```
16
Properties=species:S:1:pos:R:3:mulliken_charge:R:1
H -1.0811 -0.9337 -2.1674 0.3211
H 2.0548 1.6640 -0.4327 0.3144
C -0.0042 -1.2916 -2.1827 -0.7037
H 0.0426 -2.1116 -1.4735 0.2986
H 1.0050 0.4417 -2.1900 0.3474
N 0.6916 -0.2568 -1.4480 0.0095
C 1.4218 -0.4730 -0.2201 0.3109
N 0.2266 0.2339 -0.1900 -0.3362
N -2.3901 0.9883 2.8811 -0.1791
H 1.6955 0.9562 1.2619 0.2382
H 1.6414 -1.5238 0.2410 0.3126
C -1.3485 0.5518 2.4032 0.3272
H -2.6277 1.9140 3.5568 0.4713
C 1.5443 0.9321 0.1398 -0.4416
H -3.2916 0.4851 2.9699 0.3868
H 0.4195 -1.5765 -3.1492 0.3227
```

What did the first record say?
Entry from the Open Molecules 2025 dataset: one molecule with the formula C11H14IN (wB97M-V/def2-TZVPD).

Computed properties:
Gap between HOMO and LUMO (alpha / beta), Eh: 0.286 / 0.286
Highest occupied orbital energy (alpha / beta), eV: -7.63 / -7.63
Lowest unoccupied orbital energy (alpha / beta), eV: 0.16 / 0.16
Relative energy (zero: lowest compared OMol25 entry of this formula, charge and spin), kJ/mol: 185.11

```
27
Properties=species:S:1:pos:R:3:mulliken_charge:R:1
C -1.2905 -1.5146 1.3602 -0.8556
C -0.9660 -1.3346 -0.1542 -0.3702
C 0.2457 -0.6446 -0.5192 2.6760
H 1.2305 -0.4456 1.3560 0.5434
H -0.8934 -2.4615 1.7025 0.3858
C -1.4782 1.0831 -0.4842 0.6744
H -0.7839 -0.6427 1.9584 0.2372
H 0.9277 -1.9271 -1.9760 0.4943
C 1.3697 -1.0174 0.4592 -2.2863
C -2.0360 2.3653 -0.1656 -0.8227
C 0.1424 3.1098 0.5203 -0.6946
C 0.6744 1.8777 0.1562 -0.3212
H -2.9909 2.5577 -0.6121 0.4818
N -2.3052 0.0972 -0.9222 -0.7807
H 2.3352 -0.7541 0.0506 0.4643
H -1.5009 4.3059 0.9175 0.2909
H -2.4189 -1.5382 1.4864 0.2064
H -1.3492 -2.0182 -0.8682 0.3881
C -0.1340 0.8453 -0.2688 -0.1521
C -1.2405 3.3577 0.3831 -0.5627
H 1.4201 -0.3100 -2.1937 0.4812
I -4.0533 -0.1858 -0.0495 0.1158
H 1.7437 1.5687 0.2879 0.2969
H -0.0987 -0.6273 -2.6770 0.4662
H 0.6081 3.8625 1.1352 0.3269
H 1.4184 -2.0616 0.5361 0.5012
C 0.6011 -0.9155 -1.9344 -2.1848
```